[1]
DFT (ωB97M-V/def2-TZVPD) results for a 3-piece molecular cluster, C30H45F9N3O12PS overall.

CARTESIAN COORDINATES (ANGSTROEM)
C (2.703, -3.730, -3.529)
N (2.622, -2.663, -2.514)
C (3.058, -3.163, -1.203)
C (2.294, -2.553, -0.029)
C (0.921, -2.842, 0.067)
C (0.153, -3.637, -0.968)
C (-0.449, -2.745, -2.091)
C (-1.907, -3.049, -2.439)
C (-2.931, -2.516, -1.419)
C (-4.224, -1.995, -2.068)
C (-5.399, -2.116, -1.094)
C (-6.718, -1.536, -1.640)
C (-7.500, -0.756, -0.587)
O (-7.186, 0.648, -0.745)
C (-7.890, 1.462, 0.096)
C (-8.561, 2.612, -0.608)
O (-7.968, 1.258, 1.275)
C (0.264, -2.396, 1.201)
C (0.915, -1.660, 2.183)
C (2.247, -1.289, 2.081)
P (2.918, -0.263, 3.449)
N (1.851, 0.673, 4.062)
O (4.188, 0.600, 2.975)
O (3.480, -1.353, 4.493)
C (2.952, -1.767, 0.942)
C (4.436, -1.470, 0.748)
C (4.804, -0.698, -0.530)
C (4.840, 0.827, -0.468)
F (5.472, 1.232, 0.655)
F (5.591, 1.250, -1.521)
C (3.432, 1.473, -0.555)
F (2.724, 0.822, -1.493)
F (2.797, 1.303, 0.604)
S (3.366, 3.323, -1.016)
F (3.882, 2.980, -2.465)
F (1.854, 3.133, -1.492)
F (2.808, 3.712, 0.417)
F (4.832, 3.580, -0.500)
F (3.270, 4.844, -1.436)
C (-0.117, -1.460, 3.270)
O (-0.016, -1.411, 4.457)
N (-1.381, -1.554, 2.591)
C (-1.160, -2.581, 1.635)
O (-1.938, -3.451, 1.356)
H (3.701, -4.188, -3.550)
H (2.452, -3.328, -4.507)
H (2.009, -4.533, -3.277)
H (3.325, -1.994, -2.813)
H (2.890, -4.241, -1.150)
H (4.128, -3.036, -1.047)
H (0.823, -4.376, -1.406)
H (-0.634, -4.186, -0.454)
H (-0.352, -1.696, -1.805)
H (0.141, -2.881, -2.994)
H (-2.045, -4.130, -2.527)
H (-2.123, -2.599, -3.411)
H (-2.494, -1.723, -0.809)
H (-3.215, -3.331, -0.754)
H (-4.112, -0.949, -2.359)
H (-4.443, -2.627, -2.933)
H (-5.540, -3.177, -0.874)
H (-5.147, -1.623, -0.152)
H (-7.374, -2.351, -1.953)
H (-6.548, -0.892, -2.502)
H (-7.205, -1.055, 0.420)
H (-8.577, -0.909, -0.685)
H (-9.636, 2.453, -0.540)
H (-8.267, 2.637, -1.654)
H (-8.281, 3.550, -0.133)
H (2.177, 1.632, 3.981)
H (5.020, 0.180, 3.233)
H (3.314, -2.247, 4.165)
H (4.866, -1.016, 1.628)
H (4.916, -2.447, 0.660)
H (5.839, -0.944, -0.776)
H (4.207, -0.992, -1.383)
H (-2.077, -1.873, 3.265)
C (0.495, 3.983, 10.131)
O (-0.296, 3.138, 9.297)
C (0.373, 2.603, 8.266)
O (1.539, 2.792, 8.027)
O (-0.464, 1.848, 7.574)
C (0.121, 1.200, 6.424)
H (-0.168, 4.341, 10.914)
H (1.318, 3.425, 10.575)
H (0.884, 4.828, 9.566)
H (0.923, 0.533, 6.724)
H (0.490, 1.937, 5.722)
H (-0.674, 0.626, 5.964)
C (1.432, 4.234, -4.070)
O (0.893, 4.673, -5.324)
C (1.197, 3.886, -6.352)
O (1.860, 2.882, -6.305)
O (0.640, 4.399, -7.450)
C (0.888, 3.647, -8.640)
H (1.110, 4.956, -3.328)
H (1.039, 3.255, -3.812)
H (2.517, 4.213, -4.115)
H (0.482, 2.641, -8.550)
H (1.955, 3.599, -8.849)
H (0.381, 4.176, -9.442)

Results
ΔE to the lowest compared entry with this formula, charge and spin: 0.000 eV
2S+1: 1
HOMO-LUMO gap: 0.323 Eh
Lowest unoccupied orbital energy: -0.3 eV
E_HOMO: -9.07 eV
SMILES: CNCc1c(CCCCCCCCOC(C)=O)c2c(c(P(=N)(O)O)c1CCC(F)(F)C(F)(F)S(F)(F)(F)(F)F)C(=O)NC2=O.COC(=O)OC.COC(=O)OC

These are the Löwdin partial charges, in e, on atoms 1 to 4: number 1, C, carries -0.12; number 2, N, carries -0.09; number 3, C, carries -0.18; number 4, C, carries -0.07

[2]
DFT (ωB97M-V/def2-TZVPD) results for C22H43N2P3SeW as an isolated structure.

CARTESIAN COORDINATES (ANGSTROEM)
W (0.673, -0.531, -0.005)
P (2.842, -0.472, -0.168)
P (-1.329, 1.894, 0.200)
P (0.194, -0.173, -2.432)
H (0.527, -5.126, -0.910)
C (1.374, -4.406, -0.991)
C (1.503, -3.187, -0.429)
H (0.664, -2.606, 0.106)
C (3.473, -1.276, 1.317)
C (3.397, 1.236, -0.040)
C (3.760, -1.110, -1.542)
C (-3.043, 1.899, -0.489)
C (-1.766, 2.284, 1.951)
C (-0.775, 3.552, -0.344)
C (0.557, -1.734, -3.267)
C (1.316, 1.071, -3.205)
C (-1.411, 0.262, -3.227)
H (2.274, -4.920, -1.413)
H (2.556, -2.995, -0.170)
H (2.879, -2.140, 1.650)
H (3.520, -0.539, 2.131)
H (4.484, -1.606, 1.044)
H (3.337, 1.554, 1.003)
H (2.858, 1.931, -0.695)
H (4.446, 1.185, -0.343)
H (3.362, -2.101, -1.802)
H (4.783, -1.212, -1.144)
H (3.739, -0.454, -2.424)
H (-3.614, 2.643, 0.087)
H (-3.519, 0.919, -0.373)
H (-3.051, 2.198, -1.542)
H (-2.600, 3.013, 1.948)
H (-0.907, 2.736, 2.469)
H (-2.089, 1.379, 2.489)
H (-1.581, 4.287, -0.193)
H (-0.500, 3.518, -1.407)
H (0.108, 3.859, 0.233)
H (0.497, -1.583, -4.362)
H (-0.165, -2.515, -2.969)
H (1.571, -2.085, -3.002)
H (1.082, 1.130, -4.284)
H (2.370, 0.779, -3.072)
H (1.161, 2.066, -2.749)
H (-1.205, 0.456, -4.283)
H (-1.839, 1.161, -2.774)
H (-2.135, -0.554, -3.163)
C (-2.497, -2.791, -1.207)
C (-1.712, -3.929, -1.135)
C (-1.715, -4.811, -2.214)
C (-2.585, -4.568, -3.284)
C (-3.471, -3.478, -3.281)
C (-3.447, -2.580, -2.213)
Se (-2.321, -1.486, 0.249)
H (-1.902, -0.651, -0.942)
H (-1.114, -4.088, -0.233)
H (-1.028, -5.659, -2.227)
H (-2.556, -5.239, -4.139)
H (-4.164, -3.294, -4.095)
H (-4.127, -1.717, -2.112)
N (0.895, 0.755, 1.705)
C (0.632, -0.138, 2.688)
C (0.666, 0.006, 4.072)
C (0.260, -1.093, 4.826)
C (-0.140, -2.276, 4.168)
C (-0.122, -2.359, 2.774)
N (0.314, -1.287, 2.048)
H (0.314, 1.193, -0.471)
H (1.168, 1.702, 1.957)
H (0.978, 0.981, 4.461)
H (0.257, -1.041, 5.923)
H (-0.447, -3.153, 4.745)
H (-0.446, -3.228, 2.206)

Results
ΔE to the lowest compared entry with this formula, charge and spin: 0.909 eV
2S+1: 3
HOMO-LUMO gap (spin up / spin down): 0.198 / 0.162 Eh
Lowest unoccupied orbital energy (spin up / spin down): -14.4 / -15.4 eV
Total charge: +4
E_HOMO (spin up / spin down): -19.81 / -19.81 eV

These are the Löwdin partial charges, in e, on atoms 1 to 4: number 1, W, carries 0.99; number 2, P, carries 0.58; number 3, P, carries 0.86; number 4, P, carries 0.71

[3]
DFT (ωB97M-V/def2-TZVPD) results for an isolated molecule of C3H3Br2P.

CARTESIAN COORDINATES (ANGSTROEM)
C (-1.603, -0.825, -0.686)
C (-0.577, -0.295, -0.371)
C (0.709, 0.239, 0.101)
P (2.271, -0.116, -0.901)
Br (3.834, 1.336, 0.071)
Br (3.009, -1.917, 0.164)
H (-2.523, -1.165, -0.990)
H (0.476, 1.239, -0.003)
H (0.707, -0.067, 1.139)

Results
ΔE to the lowest compared entry with this formula, charge and spin: 0.248 eV
2S+1: 1
HOMO-LUMO gap: 0.347 Eh
Lowest unoccupied orbital energy: -0.3 eV
E_HOMO: -9.76 eV
SMILES: C#CCP(Br)Br

These are the Löwdin partial charges, in e, on atoms 1 to 4: number 1, C, carries 0.12; number 2, C, carries -0.22; number 3, C, carries -0.53; number 4, P, carries 0.23

[4]
DFT (ωB97M-V/def2-TZVPD) results for an isolated molecule of C20H24ClN3O4.

CARTESIAN COORDINATES (ANGSTROEM)
C (0.028, -1.173, -3.358)
C (-0.380, 0.290, -3.272)
H (-1.439, 0.400, -3.526)
H (0.230, 0.911, -3.932)
O (-0.162, 0.817, -1.962)
C (-1.082, 0.529, -1.037)
O (-2.077, -0.107, -1.261)
C (-0.753, 1.181, 0.309)
C (-1.494, 0.431, 1.425)
H (-2.389, -0.025, 0.997)
C (-0.599, -0.654, 2.034)
N (0.257, -1.236, 1.021)
C (0.054, -2.522, 0.666)
O (-0.831, -3.200, 1.171)
C (0.938, -3.164, -0.351)
N (2.076, -2.678, -0.664)
N (2.861, -3.359, -1.533)
C (2.484, -4.378, -2.366)
O (3.278, -4.881, -3.126)
C (1.014, -4.727, -2.280)
C (0.467, -4.491, -0.875)
H (0.834, -5.264, -0.190)
H (-0.621, -4.535, -0.853)
H (0.496, -4.090, -3.004)
H (0.878, -5.762, -2.594)
H (3.804, -2.999, -1.613)
C (1.247, -0.329, 0.487)
H (2.189, -0.440, 1.038)
C (0.754, 1.121, 0.574)
H (1.294, 1.715, -0.161)
H (0.948, 1.538, 1.562)
H (1.445, -0.590, -0.552)
H (0.036, -0.232, 2.820)
H (-1.203, -1.455, 2.460)
H (-1.795, 1.120, 2.213)
C (-1.261, 2.640, 0.159)
C (-1.047, 3.478, 1.385)
C (0.163, 4.130, 1.602)
C (0.375, 4.883, 2.741)
C (-0.637, 4.994, 3.681)
C (-1.857, 4.372, 3.479)
C (-2.054, 3.622, 2.333)
H (-3.015, 3.155, 2.169)
H (-2.645, 4.477, 4.208)
Cl (-0.378, 5.931, 5.112)
H (1.317, 5.385, 2.900)
H (0.949, 4.058, 0.865)
H (-0.739, 3.093, -0.688)
H (-2.327, 2.600, -0.074)
H (-0.583, -1.761, -2.677)
H (-0.122, -1.533, -4.372)
H (1.077, -1.290, -3.091)

Results
ΔE to the lowest compared entry with this formula, charge and spin: 0.124 eV
2S+1: 1
HOMO-LUMO gap: 0.352 Eh
Lowest unoccupied orbital energy: 0.4 eV
E_HOMO: -9.20 eV
SMILES: CCOC(=O)C1(Cc2ccc(Cl)cc2)CCN(C(=O)C2=NNC(=O)CC2)CC1

These are the Löwdin partial charges, in e, on atoms 1 to 4: number 1, C, carries -0.06; number 2, C, carries -0.19; number 3, H, carries 0.13; number 4, H, carries 0.13

[5]
DFT (ωB97M-V/def2-TZVPD) results for an isolated molecule of C3H5ClOS.

CARTESIAN COORDINATES (ANGSTROEM)
C (0.356, 1.043, 0.477)
C (0.281, 0.100, -0.741)
C (-0.878, -0.844, -0.390)
H (-0.592, 1.459, 0.564)
H (1.187, 1.685, 0.518)
H (0.459, 0.540, 1.486)
H (0.073, 0.545, -1.679)
H (0.221, -1.736, 0.942)
O (-0.717, -1.766, 0.588)
S (-2.295, -0.281, -0.895)
Cl (1.905, -0.743, -0.869)

Results
ΔE to the lowest compared entry with this formula, charge and spin: 0.640 eV
2S+1: 1
HOMO-LUMO gap: 0.333 Eh
Lowest unoccupied orbital energy: -0.1 eV
E_HOMO: -9.13 eV
SMILES: C[C@@H](Cl)C(O)=S

These are the Löwdin partial charges, in e, on atoms 1 to 4: number 1, C, carries -0.13; number 2, C, carries -0.70; number 3, C, carries -0.91; number 4, H, carries 0.05

[6]
DFT (ωB97M-V/def2-TZVPD) results for C12H27N5O7V as an isolated structure.

CARTESIAN COORDINATES (ANGSTROEM)
O (-1.319, -0.150, -4.457)
H (-0.734, 0.614, -4.545)
V (-0.689, 0.454, -0.879)
N (-0.430, 1.900, 0.496)
N (1.098, 1.229, -1.496)
N (-1.691, -0.610, 0.486)
N (-0.626, -1.580, -1.660)
O (-1.056, 2.053, 1.650)
O (-2.033, -0.179, 1.736)
O (0.038, -2.079, -2.630)
O (1.991, 0.632, -2.182)
C (1.421, 2.414, -0.880)
C (0.612, 2.736, 0.237)
C (-1.895, -1.929, 0.268)
C (-1.267, -2.470, -0.870)
C (0.854, 3.821, 1.213)
H (1.092, 3.414, 2.203)
H (-0.024, 4.471, 1.312)
H (1.695, 4.435, 0.895)
C (2.639, 3.142, -1.291)
H (2.635, 3.308, -2.367)
H (3.532, 2.568, -1.040)
H (2.694, 4.105, -0.792)
C (-2.669, -2.797, 1.173)
C (-1.293, -3.869, -1.308)
H (-3.185, -2.186, 1.911)
H (-1.997, -3.510, 1.668)
H (-3.396, -3.384, 0.595)
H (-0.716, -4.040, -2.216)
H (-2.320, -4.153, -1.492)
H (-0.902, -4.478, -0.509)
H (-1.663, 0.828, 1.767)
H (-0.789, -0.556, -3.710)
C (-2.091, 1.441, -1.483)
H (-1.051, 1.951, -1.942)
H (-2.598, 0.240, -1.331)
H (-2.763, 1.656, -2.360)
O (-4.906, 3.076, -1.487)
H (-5.512, 2.441, -1.000)
H (-4.491, 3.572, -0.771)
C (3.899, -0.941, 1.639)
N (2.672, -1.461, 2.223)
C (2.784, -2.404, 3.322)
C (1.469, -1.184, 1.673)
O (1.314, -0.535, 0.643)
H (4.542, -1.771, 1.320)
H (4.443, -0.353, 2.390)
H (3.639, -0.317, 0.785)
H (2.048, -2.164, 4.103)
H (2.581, -3.434, 2.988)
H (3.796, -2.362, 3.739)
H (0.619, -1.603, 2.262)

Results
2S+1: 3
HOMO-LUMO gap (spin up / spin down): 0.202 / 0.195 Eh
Lowest unoccupied orbital energy (spin up / spin down): -5.4 / -5.6 eV
Total charge: +1
E_HOMO (spin up / spin down): -10.94 / -10.90 eV

These are the Löwdin partial charges, in e, on atoms 1 to 4: number 1, O, carries -0.07; number 2, H, carries 0.03; number 3, V, carries 0.88; number 4, N, carries -0.12

Please write out number 4 again, unchanged.
DFT (ωB97M-V/def2-TZVPD) results for an isolated molecule of C20H24ClN3O4.

CARTESIAN COORDINATES (ANGSTROEM)
C (0.028, -1.173, -3.358)
C (-0.380, 0.290, -3.272)
H (-1.439, 0.400, -3.526)
H (0.230, 0.911, -3.932)
O (-0.162, 0.817, -1.962)
C (-1.082, 0.529, -1.037)
O (-2.077, -0.107, -1.261)
C (-0.753, 1.181, 0.309)
C (-1.494, 0.431, 1.425)
H (-2.389, -0.025, 0.997)
C (-0.599, -0.654, 2.034)
N (0.257, -1.236, 1.021)
C (0.054, -2.522, 0.666)
O (-0.831, -3.200, 1.171)
C (0.938, -3.164, -0.351)
N (2.076, -2.678, -0.664)
N (2.861, -3.359, -1.533)
C (2.484, -4.378, -2.366)
O (3.278, -4.881, -3.126)
C (1.014, -4.727, -2.280)
C (0.467, -4.491, -0.875)
H (0.834, -5.264, -0.190)
H (-0.621, -4.535, -0.853)
H (0.496, -4.090, -3.004)
H (0.878, -5.762, -2.594)
H (3.804, -2.999, -1.613)
C (1.247, -0.329, 0.487)
H (2.189, -0.440, 1.038)
C (0.754, 1.121, 0.574)
H (1.294, 1.715, -0.161)
H (0.948, 1.538, 1.562)
H (1.445, -0.590, -0.552)
H (0.036, -0.232, 2.820)
H (-1.203, -1.455, 2.460)
H (-1.795, 1.120, 2.213)
C (-1.261, 2.640, 0.159)
C (-1.047, 3.478, 1.385)
C (0.163, 4.130, 1.602)
C (0.375, 4.883, 2.741)
C (-0.637, 4.994, 3.681)
C (-1.857, 4.372, 3.479)
C (-2.054, 3.622, 2.333)
H (-3.015, 3.155, 2.169)
H (-2.645, 4.477, 4.208)
Cl (-0.378, 5.931, 5.112)
H (1.317, 5.385, 2.900)
H (0.949, 4.058, 0.865)
H (-0.739, 3.093, -0.688)
H (-2.327, 2.600, -0.074)
H (-0.583, -1.761, -2.677)
H (-0.122, -1.533, -4.372)
H (1.077, -1.290, -3.091)

Results
ΔE to the lowest compared entry with this formula, charge and spin: 0.124 eV
2S+1: 1
HOMO-LUMO gap: 0.352 Eh
Lowest unoccupied orbital energy: 0.4 eV
E_HOMO: -9.20 eV
SMILES: CCOC(=O)C1(Cc2ccc(Cl)cc2)CCN(C(=O)C2=NNC(=O)CC2)CC1

These are the Löwdin partial charges, in e, on atoms 1 to 4: number 1, C, carries -0.06; number 2, C, carries -0.19; number 3, H, carries 0.13; number 4, H, carries 0.13